(1)
Molecular formula: C13H14F2
Method: DFT, ωB97M-V/def2-TZVPD

```
29
C13H14F2, DFT ωB97M-V/def2-TZVPD
C 1.2518 1.6506 -0.5360
C 2.6007 1.4237 -0.4337
C 2.0998 -1.0022 -0.2842
C -0.2484 -1.6966 -0.3145
C 0.3099 0.6081 -0.4411
C 0.7254 -0.7960 -0.2558
C 2.9645 0.0825 -0.2998
C -1.1908 0.9949 -0.3376
C -1.6940 -1.3242 -0.3187
C -2.1471 0.0772 0.1840
C 4.4884 -0.2457 -0.0848
C -2.2292 0.1156 1.7491
C -3.5206 0.3004 -0.2672
F -1.5346 2.3060 -0.3287
F -1.9079 -1.3528 -1.7274
H 0.8929 2.6693 -0.7086
H 3.2993 2.1672 -0.4897
H 2.5345 -1.9707 -0.0423
H -0.0293 -2.7995 -0.3465
H -2.4705 -2.0466 0.1095
H 4.7349 -0.3861 0.9412
H 5.2159 0.6198 -0.5239
H 4.6382 -1.1706 -0.6847
H -1.3012 0.2144 2.2745
H -2.8635 -0.6424 2.1147
H -2.7717 1.0072 2.2284
H -3.7930 1.4063 -0.2659
H -4.3506 -0.1417 0.3684
H -3.7037 -0.0680 -1.2785
```

Output
E_LUMO (alpha / beta), eV: -0.06 / -0.71
ΔE to the lowest compared entry with this formula, charge and spin, kJ/mol: 0.0
Strongest force on any atom, eV Å⁻¹: 5.90
E, eV: -19139.806

Atomic partial charges in e from the Löwdin method, atoms 1 to 4: atom 1 (C): -0.03, atom 2 (C): -0.04, atom 3 (C): -0.01, atom 4 (C): 0.02

***

(2)
Molecular formula: C13H14FN3O2
Method: DFT, ωB97M-V/def2-TZVPD

```
33
C13H14FN3O2, DFT ωB97M-V/def2-TZVPD
C -2.9205 -0.9289 -0.5975
C -3.5532 -0.1655 0.6302
C -2.5596 0.8094 1.3809
F -3.0131 1.0763 2.7141
C -1.0664 0.3653 1.3510
C -0.6167 -0.8914 1.6770
N -1.4931 -1.9370 2.0843
C 0.9176 -1.2058 1.5533
O 1.5134 -1.9026 2.3376
C 1.6186 -0.4994 0.3407
C 2.6748 -1.1748 -0.4175
C 3.2215 -0.4106 -1.5682
N 4.2475 -1.0415 -2.3948
C 2.7528 0.9359 -1.9177
C 1.6820 1.6079 -1.1342
N 1.1677 2.8955 -1.4606
C 1.1301 0.8593 -0.0064
C -0.0320 1.4395 0.8692
O -0.1228 2.6069 1.1836
H -2.0451 -0.4142 -1.0669
H -2.6556 -1.9912 -0.3295
H -3.7270 -1.0045 -1.3828
H -4.4318 0.4591 0.2966
H -3.9488 -0.8829 1.3972
H -2.6237 1.7971 0.8381
H -2.3275 -1.5853 2.5510
H -0.9709 -2.6029 2.6561
H 3.0499 -2.1960 -0.1669
H 3.8033 -1.9208 -2.7000
H 4.2534 -0.4724 -3.2537
H 3.1619 1.5176 -2.7853
H 1.8608 3.3721 -2.0456
H 1.0526 3.4856 -0.6331
```

Output
E_LUMO, eV: -0.66
Strongest force on any atom, eV Å⁻¹: 3.11
E, eV: -24989.429

Atomic partial charges in e from the Löwdin method, atoms 1 to 4: atom 1 (C): -0.11, atom 2 (C): -0.19, atom 3 (C): -0.25, atom 4 (F): -0.05

***

(3)
Molecular formula: C13H14N2O3S2
Method: DFT, ωB97M-V/def2-TZVPD

```
34
C13H14N2O3S2, DFT ωB97M-V/def2-TZVPD
C 0.0101 4.6856 -3.4353
C -0.7769 3.5414 -2.8131
H -1.8411 3.7943 -2.7652
H -0.6371 2.6153 -3.3746
O -0.3106 3.2492 -1.4946
C -0.8060 3.9774 -0.4965
O -1.6281 4.8448 -0.6290
C -0.2006 3.5851 0.8433
C 0.5974 2.3270 0.7700
C 1.9270 2.2270 0.5039
S 2.4371 0.5769 0.4662
C 0.7879 0.1496 0.8211
N -0.0355 1.1344 0.9509
N 0.4133 -1.1602 0.9567
C 1.3123 -2.1843 0.8113
O 2.4806 -1.9525 0.5558
C 0.7731 -3.5387 0.9819
C 1.5767 -4.6338 0.8142
S 0.7430 -6.1007 1.0629
C -0.7365 -5.2525 1.4087
C -0.5593 -3.9101 1.3251
H -1.3616 -3.2173 1.5096
C -1.9745 -6.0041 1.7420
H -1.8259 -6.6103 2.6348
H -2.2476 -6.6737 0.9273
H -2.7955 -5.3138 1.9194
H 2.6165 -4.6297 0.5549
H -0.5608 -1.3275 1.1589
H 2.6236 3.0202 0.3273
H -1.0222 3.4669 1.5513
H 0.4224 4.4190 1.1732
H -0.1529 5.5988 -2.8682
H 1.0724 4.4534 -3.4360
H -0.3207 4.8426 -4.4579
```

Output
E_LUMO, eV: 0.33
ΔE to the lowest compared entry with this formula, charge and spin, kJ/mol: 32.0
Strongest force on any atom, eV Å⁻¹: 1.03
E, eV: -44502.359

Atomic partial charges in e from the Löwdin method, atoms 1 to 4: atom 1 (C): -0.06, atom 2 (C): -0.21, atom 3 (H): 0.12, atom 4 (H): 0.12

***

(4)
Molecular formula: C13H14NS
Method: DFT, ωB97M-V/def2-TZVPD

```
29
C13H14NS, DFT ωB97M-V/def2-TZVPD
C 0.0543 1.9982 1.8800
C 0.0152 1.4691 3.0924
C -0.6682 -2.1531 -0.6636
C 0.2347 -0.1571 -2.4898
C -0.3638 -0.8996 -0.2083
C -0.5261 -0.2306 0.9532
C -0.0502 1.1066 0.7331
C 0.2210 0.0626 -1.1712
C -0.1113 -0.0397 3.3351
C -0.2219 -2.6289 -1.9942
C -0.3258 -1.3769 -3.0033
C -1.0082 -0.6644 2.2754
C 1.4866 2.7955 -1.3097
N 0.4292 1.2535 -0.4528
S 2.7735 1.9791 -1.9046
H 0.1915 2.9752 1.7420
H 0.0220 2.1293 3.9361
H -1.0423 -2.8893 0.0779
H 0.4404 0.5746 -3.1317
H 0.9457 -0.3894 3.3198
H -0.5197 -0.3538 4.3958
H 0.8511 -2.7526 -1.8285
H -0.7936 -3.5132 -2.4553
H -1.3395 -1.1247 -3.2421
H 0.0600 -1.6705 -4.0897
H -1.9688 -0.2721 2.5196
H -0.8764 -1.7204 2.3491
H 0.6270 2.9409 -2.0925
H 1.4636 3.5516 -0.5723
```

Output
E_LUMO (alpha / beta), eV: -6.59 / -6.59
Net charge: +1
ΔE to the lowest compared entry with this formula, charge and spin, kJ/mol: 612.9
Strongest force on any atom, eV Å⁻¹: 4.37
E, eV: -26021.448

Atomic partial charges in e from the Löwdin method, atoms 1 to 4: atom 1 (C): 0.01, atom 2 (C): -0.02, atom 3 (C): 0.13, atom 4 (C): 0.02

***

(5)
Molecular formula: C13H14O
Method: DFT, ωB97M-V/def2-TZVPD

```
28
C13H14O, DFT ωB97M-V/def2-TZVPD
C -3.3602 0.4763 0.0991
C -2.8753 -0.7442 0.5543
C -2.5359 1.3825 -0.5003
C -1.5744 -1.0543 0.4946
C -1.2060 1.0342 -0.6708
C -0.7002 -0.0994 -0.0732
C 2.4633 -2.1694 0.5452
C 0.5831 -0.4001 -2.6983
C 1.3781 -1.4147 0.7376
C 1.2593 -0.5025 -1.5759
C 1.6598 1.3613 0.4575
C 1.2333 1.6896 1.8169
C 0.7756 -0.4543 -0.2065
O 2.6610 1.6976 -0.1429
H -4.3205 0.8348 0.0946
H -3.4577 -1.5683 0.8869
H -2.8356 2.2589 -0.8631
H -1.3205 -1.9688 0.8983
H -0.6664 1.7624 -1.1942
H 2.5676 -2.8983 1.2006
H 3.2174 -2.0300 -0.2400
H 1.1827 -0.4091 -3.6735
H -0.5094 -0.1330 -2.6447
H 0.7781 -1.5861 1.5204
H 2.3691 -0.5686 -1.4821
H 1.7169 1.0861 2.5582
H 1.4156 2.7766 2.1649
H 0.1013 1.6410 1.9365
```

Output
E_LUMO, eV: 0.31
ΔE to the lowest compared entry with this formula, charge and spin, kJ/mol: 456.7
Strongest force on any atom, eV Å⁻¹: 4.58
E, eV: -15750.991

Atomic partial charges in e from the Löwdin method, atoms 1 to 4: atom 1 (C): -0.07, atom 2 (C): -0.08, atom 3 (C): -0.06, atom 4 (C): -0.03

***

(6)
Molecular formula: C13H14OS
Method: DFT, ωB97M-V/def2-TZVPD

```
29
C13H14OS, DFT ωB97M-V/def2-TZVPD
C 3.1750 -0.0736 0.0966
C 1.9969 0.2720 0.9734
S 1.0060 1.6482 0.6294
O 1.6739 -0.4319 1.9256
H 3.6311 -0.9743 0.5081
H 2.8511 -0.3033 -0.9239
H 3.9307 0.7174 0.0659
C -1.5997 1.8425 -0.0949
C -2.1551 2.5117 1.2240
C -1.8410 1.4988 2.2974
C -1.1153 0.4639 1.8305
C -0.7102 0.6515 0.4469
C -0.4400 -0.5502 -0.4276
C -0.0694 -1.8282 0.0654
C 0.3052 -2.8586 -0.8054
C 0.2935 -2.6490 -2.1920
C -0.0625 -1.3910 -2.6743
C -0.4210 -0.3663 -1.8072
H -2.4320 1.5980 -0.7633
H -0.9574 2.6165 -0.5732
H -1.5164 3.3854 1.4189
H -3.1968 2.8666 1.2016
H -2.1390 1.6546 3.3083
H -0.7807 -0.4375 2.3433
H -0.0010 -2.0432 1.1462
H 0.6520 -3.8241 -0.4039
H 0.6007 -3.4623 -2.8857
H -0.0379 -1.1683 -3.7416
H -0.6407 0.6348 -2.1883
```

Output
E_LUMO, eV: 0.27
ΔE to the lowest compared entry with this formula, charge and spin, kJ/mol: 0.0
Strongest force on any atom, eV Å⁻¹: 2.35
E, eV: -26589.771

Atomic partial charges in e from the Löwdin method, atoms 1 to 4: atom 1 (C): -0.06, atom 2 (C): -0.78, atom 3 (S): 1.01, atom 4 (O): -0.02

***

(7)
Molecular formula: C13H15BiN
Method: DFT, ωB97M-V/def2-TZVPD

```
30
C13H15BiN, DFT ωB97M-V/def2-TZVPD
C -0.9162 1.5366 -2.3698
C 0.4608 1.4674 -2.7594
C 1.2260 2.2371 -1.8081
C 0.2898 2.8404 -0.8842
C -1.0375 2.3827 -1.2381
Bi 0.2164 0.2070 0.4610
N -0.8409 -1.8318 0.4014
C -0.3899 -3.2418 -0.1811
C 0.8836 -3.0111 -0.8681
H 2.2985 2.5248 -1.9171
H 0.8818 0.9476 -3.6377
H 0.5380 3.5462 -0.0684
H -1.9374 2.5058 -0.6041
H -1.7427 0.9742 -2.8556
H 0.8106 -2.5309 -1.8307
H -1.0519 -3.8376 -0.9047
H -1.7661 -1.4061 0.2736
H 1.8608 -3.0636 -0.3628
H -0.3197 -3.9187 0.6887
C 1.1027 0.7875 5.4639
C 1.3880 -0.3978 4.7608
C 1.1342 -0.4753 3.3721
C 0.4965 0.5972 2.6945
C 0.1232 1.7698 3.3812
C 0.4150 1.8139 4.7860
H 1.2851 0.8437 6.5489
H 1.8781 -1.2453 5.2679
H 1.3014 -1.4340 2.8580
H -0.4194 2.6024 2.8869
H 0.1834 2.7469 5.3190
```

Output
E_LUMO (alpha / beta), eV: 2.95 / 3.16
Net charge: -1
ΔE to the lowest compared entry with this formula, charge and spin, kJ/mol: 0.0
Strongest force on any atom, eV Å⁻¹: 1.90
E, eV: -21049.560

Atomic partial charges in e from the Löwdin method, atoms 1 to 4: atom 1 (C): -0.26, atom 2 (C): -0.22, atom 3 (C): -0.27, atom 4 (C): -0.34

***

(8)
Molecular formula: C13H15Cl4NO2
Method: DFT, ωB97M-V/def2-TZVPD

```
35
C13H15Cl4NO2, DFT ωB97M-V/def2-TZVPD
Cl 3.5398 0.9831 1.0643
C 1.7942 0.5473 0.6709
C 0.9053 1.3233 1.6020
Cl 1.2037 2.9895 1.7707
C -0.1986 0.7486 2.2831
O -1.2151 1.3767 2.6181
C -0.1051 -0.7647 2.6073
O -0.6616 -1.2588 3.5733
C 0.6851 -1.5106 1.5981
Cl 0.4382 -3.1978 1.6392
C 1.5703 -0.9475 0.7346
Cl 2.7039 -1.9229 -0.1275
C 4.3024 1.1908 -3.5114
C 3.2945 1.7940 -2.5384
C 4.0048 2.7791 -1.6287
C 2.5697 0.6587 -1.8343
C 1.7076 -0.1160 -2.8390
C 0.2813 -0.2340 -2.2952
C 0.1320 0.8293 -1.2189
N 1.5770 1.1112 -0.7062
H 4.9887 0.5049 -2.9941
H 3.8201 0.6267 -4.3156
H 4.9209 1.9615 -3.9877
H 2.5280 2.3422 -3.1085
H 4.7674 2.2817 -1.0172
H 4.5176 3.5279 -2.2462
H 3.3201 3.3255 -0.9707
H 3.2786 0.0000 -1.3264
H 1.6627 0.4288 -3.7896
H 2.1574 -1.0813 -3.0989
H -0.4574 -0.0734 -3.0941
H 0.1050 -1.2428 -1.8952
H -0.2380 1.7721 -1.6347
H -0.5042 0.5503 -0.3730
H 1.6994 2.1119 -0.5589
```

Output
E_LUMO, eV: -0.87
ΔE to the lowest compared entry with this formula, charge and spin, kJ/mol: 97.2
Strongest force on any atom, eV Å⁻¹: 2.60
E, eV: -69396.927

Atomic partial charges in e from the Löwdin method, atoms 1 to 4: atom 1 (Cl): 0.71, atom 2 (C): -0.74, atom 3 (C): -0.70, atom 4 (Cl): 0.71